# 1
71
Properties=species:S:1:pos:R:3:forces:R:3:lowdin_charge:R:1 method="wB97M-V/def2-TZVPD" gap_ev=9.54 charge=-1 de_lowest_ev=4.328 homo_energy_ev=-7.2 energy_ev=-121671.00484 max_force_ev_per_a=11.4
Li -9.9626 -14.1973 -9.6531 -0.66 -1.39 0.42 0.590
N -9.1476 -12.5518 -10.1182 5.07 -3.95 -1.96 -0.324
S -9.6905 -11.1914 -10.1926 -5.84 9.59 1.74 0.363
O -9.9374 -10.5665 -11.4856 0.96 -1.01 1.50 -0.262
O -9.2410 -10.3588 -9.0825 0.05 -0.42 -1.57 -0.282
F -11.1446 -11.4698 -9.7122 -1.22 -0.97 0.17 -0.169
S -7.6594 -12.1229 -10.7983 4.67 -1.80 -1.82 0.586
O -6.8012 -11.3425 -9.9292 -1.57 -0.92 -0.94 -0.256
O -7.6624 -11.8535 -12.2188 -0.72 0.07 1.70 -0.261
F -6.9148 -13.5477 -10.8360 -1.07 0.16 0.90 -0.179
N -9.5434 -18.8104 -11.1390 -2.35 3.65 1.74 -0.229
S -10.6076 -17.4336 -10.7593 -2.22 1.36 -1.81 0.577
O -9.9704 -16.1886 -10.3892 0.38 -1.39 -0.11 -0.349
O -11.9602 -17.6668 -10.2323 2.78 -0.29 0.01 -0.292
F -10.9923 -17.1823 -12.2512 0.34 0.11 -1.25 -0.186
S -9.5796 -19.2045 -9.6137 2.75 -5.18 4.40 0.457
O -10.6793 -20.0780 -9.2363 1.05 1.12 -0.58 -0.313
O -9.0632 -18.3219 -8.5732 -1.23 0.13 -1.62 -0.311
F -8.2762 -20.2585 -9.6202 -1.16 0.60 -0.74 -0.263
C -10.6722 -13.0015 -14.4353 0.80 -0.65 1.15 -0.037
C -10.9282 -13.6801 -13.0572 0.56 0.06 -0.80 -0.237
O -11.9472 -12.9453 -12.3825 -2.08 -0.41 0.82 -0.198
P -12.7736 -13.6643 -11.2065 0.02 1.21 -0.47 0.536
O -11.8586 -14.2864 -10.2210 -1.12 0.79 -0.01 -0.279
O -13.7434 -12.4084 -10.6816 2.68 -2.41 -0.27 -0.175
C -14.7684 -11.9668 -11.5362 -1.25 0.02 -0.25 -0.302
C -14.3935 -11.2743 -12.8257 0.21 -0.07 -0.04 -0.071
O -13.7683 -14.7149 -11.9256 1.54 1.54 -0.87 -0.188
C -14.4008 -15.7678 -11.2332 -1.91 -0.94 0.26 -0.242
C -15.7648 -16.0940 -11.9391 0.65 0.91 0.46 -0.052
H -9.8571 -13.5285 -14.9312 0.06 -0.20 0.05 0.073
H -11.5067 -13.0127 -15.1364 -0.22 0.16 0.42 0.072
H -10.2673 -12.0115 -14.2256 -0.42 0.20 -0.20 0.075
H -11.1751 -14.7397 -13.1234 -0.30 0.00 -0.25 0.105
H -10.0722 -13.6300 -12.3843 0.41 0.11 -0.49 0.094
H -15.4027 -12.8332 -11.7235 -0.37 0.15 -0.15 0.099
H -15.3172 -11.2356 -10.9426 -0.10 -0.16 0.16 0.120
H -14.1000 -11.9362 -13.6404 0.20 -0.09 0.23 0.072
H -15.2921 -10.7570 -13.1620 0.05 0.23 -0.01 0.077
H -13.5927 -10.5672 -12.6093 -0.03 0.11 -0.27 0.090
H -13.8169 -16.6864 -11.1755 0.46 0.47 0.17 0.097
H -14.6058 -15.3219 -10.2600 -0.20 -0.85 0.42 0.120
H -15.6956 -16.5302 -12.9356 0.45 0.18 -0.01 0.071
H -16.4073 -16.7680 -11.3725 0.28 0.04 0.35 0.072
H -16.2612 -15.1254 -11.9987 -0.38 -0.10 -0.27 0.056
C -12.1851 -11.2308 -6.6809 -0.25 1.16 0.41 -0.064
C -11.6532 -12.6212 -6.4890 -1.51 -0.22 -0.90 -0.296
O -10.2796 -12.5344 -6.2645 2.71 -0.88 -0.66 -0.169
P -9.4008 -13.8742 -6.5208 -0.55 0.26 2.79 0.523
O -9.7331 -14.6872 -7.7185 0.65 1.17 0.26 -0.262
O -7.8746 -13.4301 -6.2002 -2.12 -1.23 0.06 -0.182
C -7.3217 -12.4511 -7.0767 0.72 0.45 -0.28 -0.260
C -6.0248 -11.9698 -6.4020 -0.13 -0.18 0.01 -0.045
O -9.7618 -14.6072 -5.1183 0.11 0.77 -2.43 -0.199
C -9.2203 -15.9200 -4.9529 0.07 0.02 0.64 -0.261
C -8.2889 -15.7260 -3.7259 -1.33 -1.89 -1.09 -0.052
H -11.8062 -10.6682 -7.5341 0.50 -0.49 -0.05 0.064
H -13.2645 -11.1348 -6.7984 -0.15 -0.58 0.23 0.079
H -11.9115 -10.6583 -5.7946 -0.07 0.18 0.09 0.078
H -12.0950 -13.1328 -5.6339 -0.24 0.10 0.09 0.123
H -11.8539 -13.2230 -7.3754 -0.02 -0.15 -0.10 0.107
H -7.1537 -12.9733 -8.0186 0.22 0.49 -0.13 0.096
H -8.1142 -11.7075 -7.1616 0.58 0.55 -0.49 0.101
H -5.3230 -12.7993 -6.3151 -0.20 -0.26 0.17 0.075
H -5.4223 -11.1936 -6.8739 -0.64 0.14 -0.51 0.075
H -6.2704 -11.6093 -5.4030 0.01 -0.08 0.07 0.075
H -10.0991 -16.5639 -4.9179 0.09 -0.26 1.09 0.122
H -8.7514 -16.3551 -5.8354 0.62 0.67 -0.23 0.112
H -7.8397 -16.7059 -3.5644 0.60 0.19 0.26 0.070
H -7.5836 -14.9342 -3.9783 -0.04 -0.17 0.36 0.073
H -8.9454 -15.5413 -2.8756 0.35 0.48 0.08 0.073

# 2
114
Properties=species:S:1:pos:R:3:forces:R:3:lowdin_charge:R:1 method="wB97M-V/def2-TZVPD" gap_ev="6.98 / 6.93" s_squared=30.014 charge=0 multiplicity=11 homo_energy_ev="-7.5 / -7.5" energy_ev=-162910.29276 max_force_ev_per_a=3.8
Mn 1.8703 -0.9490 -1.2817 -1.95 0.25 -1.93 0.892
Mn 2.3526 0.3244 -4.5595 -2.20 -1.45 1.62 0.807
P -0.8809 0.4078 0.1734 1.46 -0.28 -0.08 0.235
F -2.4543 0.6040 0.0068 -0.14 -0.73 -0.09 -0.116
F -0.5933 1.5801 -0.8011 0.50 1.05 -0.98 -0.097
F -0.8206 1.4278 1.3949 -0.03 0.07 0.20 -0.145
F 0.9710 0.2245 0.3494 -0.93 -0.12 -0.20 -0.305
F -1.0133 -0.7608 1.2437 -0.15 -0.71 -0.22 -0.129
F -0.6821 -0.6435 -1.0493 -0.98 0.32 1.22 -0.181
P 4.6596 -0.6567 -3.2434 2.62 -0.39 -1.66 0.400
O 0.9443 -0.5365 -3.1216 2.35 0.46 -0.33 -0.707
O 5.8776 -1.3321 -2.7734 -0.99 0.31 0.16 -0.261
O 3.4325 -0.3063 -2.5240 0.22 0.40 1.68 -0.402
O 4.5331 -0.2005 -4.6786 0.00 -0.09 0.52 -0.342
N 0.6003 2.7548 3.2086 -0.33 -1.26 1.83 0.007
C 1.5102 3.0110 4.2528 -1.43 -0.53 -2.17 -0.120
C 2.2270 4.0933 3.8423 0.02 0.29 0.33 -0.127
C 1.7506 4.5080 2.5493 0.01 -0.03 1.63 -0.115
C 0.6926 3.6899 2.2576 -0.02 0.10 -2.01 -0.168
H -0.0924 1.9920 3.2074 0.65 0.95 0.06 0.114
H 1.4860 2.3285 5.0706 0.28 0.06 0.59 0.098
H 2.8865 4.6085 4.5160 0.49 0.13 -0.27 0.084
H 2.0964 5.3931 2.0770 0.01 0.40 -0.61 0.076
H 0.0543 3.6339 1.3560 0.56 0.13 0.83 0.118
N 2.6932 -0.1997 3.5640 0.68 -1.55 0.71 0.030
C 1.4507 -0.8020 3.6032 -0.36 -0.12 -0.22 -0.142
C 1.6389 -2.1315 3.9426 1.33 0.58 0.47 -0.120
C 3.0615 -2.3358 4.1778 -0.79 1.45 -0.24 -0.105
C 3.6765 -1.1229 3.9460 0.12 0.08 -0.84 -0.128
H 2.9610 0.6479 3.1167 -0.33 0.79 -0.04 0.100
H 0.4797 -0.2677 3.4437 1.34 -0.49 -0.01 0.116
H 0.8899 -2.8687 4.1182 -0.49 -0.19 0.07 0.086
H 3.5700 -3.1846 4.5788 -0.02 -0.49 -0.06 0.081
H 4.7788 -0.9007 3.8802 -1.60 0.00 0.21 0.128
N -4.9663 2.3157 0.5619 0.37 -0.65 -0.49 0.000
C -6.2027 1.8009 0.4926 -1.40 -2.06 0.52 -0.157
C -7.0924 2.7364 0.9817 0.37 -0.39 -0.21 -0.092
C -6.2924 3.8714 1.2354 -0.45 2.09 0.91 -0.131
C -4.9883 3.5867 1.0064 0.30 -0.08 -0.60 -0.152
H -4.1898 1.8371 0.1989 1.17 -0.45 -0.30 0.096
H -6.3533 0.7047 0.2764 0.18 1.55 0.12 0.121
H -8.1284 2.5493 1.2299 0.10 0.26 -0.30 0.090
H -6.5328 4.8929 1.5278 -0.56 -0.50 0.14 0.096
H -4.0906 4.1747 0.9810 -0.01 0.22 0.20 0.113
N 2.9912 2.8389 -3.9927 2.13 -0.16 0.77 0.019
C 3.3887 2.8145 -5.2973 -1.68 0.09 -0.38 -0.111
C 2.2599 2.5281 -6.0503 0.39 0.17 -0.39 -0.089
C 1.1998 2.3657 -5.1435 -1.69 -0.62 0.50 -0.142
C 1.6788 2.5394 -3.8693 -0.97 -0.46 0.62 -0.159
H 3.7681 2.7440 -3.3307 -1.15 0.41 0.37 0.173
H 4.3863 3.0788 -5.4749 1.05 0.07 -0.75 0.112
H 2.0788 2.4603 -7.1029 0.58 0.04 -0.38 0.105
H 0.1608 2.0257 -5.3046 0.81 0.47 -0.23 0.139
H 1.1331 2.2705 -2.9686 0.46 0.41 0.12 0.128
N 3.3397 -1.1428 -7.0722 -0.14 -1.48 1.45 0.020
C 2.3267 -1.4851 -6.1521 2.14 1.56 -2.33 -0.207
C 1.1654 -1.1393 -6.7278 -3.54 -1.00 0.80 -0.142
C 1.3885 -0.6794 -8.0217 0.33 0.79 -2.04 -0.095
C 2.7689 -0.7705 -8.2341 0.30 1.45 -0.44 -0.117
H 4.3226 -1.2585 -6.8095 -0.63 0.23 -0.60 0.151
H 2.5793 -1.8997 -5.2542 0.32 -1.38 2.09 0.074
H 0.1762 -1.4192 -6.2758 1.12 0.76 -0.44 0.140
H 0.6387 -0.2458 -8.7349 0.95 -0.80 0.84 0.118
H 3.4499 -0.4313 -9.0419 -0.97 -0.33 0.49 0.128
N -4.9149 -3.2827 2.5449 0.95 -1.98 0.06 -0.007
C -6.2053 -2.9262 2.5063 -1.23 0.91 -0.57 -0.143
C -6.2490 -1.5789 2.1815 1.62 -0.79 0.56 -0.079
C -4.8799 -1.1627 2.0400 -0.40 -1.11 0.10 -0.115
C -4.0708 -2.2676 2.2301 -1.92 1.00 0.13 -0.141
H -4.6572 -4.2466 2.6895 0.28 0.19 -0.09 0.154
H -7.0074 -3.6683 2.5772 0.47 0.47 0.28 0.120
H -7.0960 -0.9622 2.2091 -0.95 0.65 -0.26 0.073
H -4.4911 -0.2132 1.8043 0.11 1.02 -0.26 0.054
H -3.0401 -2.3643 2.0815 1.21 -0.32 0.05 0.091
N -2.9996 0.4605 4.4923 -1.34 -2.34 -0.59 0.011
C -3.1334 1.7323 4.0048 0.34 0.06 -1.65 -0.175
C -2.5160 2.5863 4.8474 0.00 1.21 1.07 -0.138
C -2.1060 1.8535 6.0125 -0.41 -0.44 -0.48 -0.107
C -2.4200 0.5349 5.7498 -0.31 0.68 -0.26 -0.151
H -3.4305 -0.4343 4.0304 1.13 2.49 1.31 0.161
H -3.5178 2.0484 3.0190 0.07 -0.89 0.65 0.104
H -2.4749 3.6586 4.6371 0.16 -0.46 0.37 0.101
H -1.7862 2.2107 6.9856 0.21 0.06 -0.40 0.089
H -2.4323 -0.2750 6.4500 0.17 -0.44 -0.14 0.095
N 1.3036 -2.7893 0.7533 1.77 0.68 0.85 0.005
C 0.4660 -3.1152 -0.2501 -0.20 -1.00 0.10 -0.169
C 1.1929 -3.7468 -1.2604 1.29 1.58 -0.37 -0.062
C 2.6089 -3.5865 -0.8572 -1.74 0.19 1.42 -0.101
C 2.6228 -3.0251 0.4436 -0.57 -0.40 -1.62 -0.121
H 1.0993 -2.2980 1.6193 -0.47 -0.07 -0.13 0.104
H -0.5524 -2.8853 -0.0031 -0.43 -0.32 -0.86 0.104
H 0.8875 -4.0041 -2.3034 0.03 0.10 1.40 0.117
H 3.4522 -4.0129 -1.3345 0.60 -0.12 -0.52 0.081
H 3.4117 -2.7880 1.1550 -0.22 -0.19 -0.27 0.114
N -3.6926 -2.7442 -1.5558 0.85 0.71 0.33 0.020
C -2.5292 -3.2402 -2.1666 -1.84 1.02 0.05 -0.133
C -2.4997 -4.5702 -1.8953 -0.10 -0.08 0.03 -0.146
C -3.5775 -4.9323 -1.0245 0.16 1.33 0.00 -0.083
C -4.2762 -3.7269 -0.8175 1.27 -1.83 -0.61 -0.150
H -3.9149 -1.7430 -1.4369 0.26 -1.11 -0.19 0.155
H -1.9844 -2.5778 -2.8276 0.21 -0.30 0.17 0.111
H -1.8129 -5.2043 -2.3877 0.64 -0.78 -0.05 0.077
H -3.6806 -5.9279 -0.5697 -0.37 0.79 -0.30 0.090
H -5.0922 -3.5335 -0.1899 -1.00 0.33 0.63 0.076
N 6.4186 1.3226 0.4516 1.06 -1.93 -1.83 -0.012
C 5.6990 2.4322 0.7234 -1.20 -0.39 0.21 -0.121
C 4.3905 2.0032 1.0304 1.78 1.38 -0.47 -0.081
C 4.3767 0.6252 0.8151 -0.57 -1.75 0.33 -0.163
C 5.6319 0.1797 0.4320 -0.90 0.94 0.28 -0.117
H 7.2739 1.3065 -0.1078 -0.32 0.35 0.67 0.155
H 6.1955 3.3723 0.5429 -0.36 0.23 0.50 0.106
H 3.6000 2.6444 1.3593 -0.38 0.13 0.08 0.075
H 3.5184 -0.0266 1.0367 0.46 0.32 -0.31 0.068
H 5.9194 -0.8054 0.0550 0.29 0.63 0.37 0.109

# 3
18
Properties=species:S:1:pos:R:3:forces:R:3:lowdin_charge:R:1 method="wB97M-V/def2-TZVPD" gap_ev=8.07 charge=0 de_lowest_ev=1.704 homo_energy_ev=-7.4 energy_ev=-28981.93410 max_force_ev_per_a=3.3
C -1.6150 1.8306 0.3212 -0.29 2.36 -0.66 -0.142
C -0.2640 1.6413 1.0128 0.67 -0.47 -1.67 -0.247
C 0.2893 0.2407 0.8105 1.03 1.30 2.36 -0.218
N -0.3016 -0.7024 0.2386 0.73 -0.32 1.37 -0.029
O 2.1021 -1.5474 -0.8897 0.55 1.06 1.24 -0.337
O 0.6236 -3.3967 -0.0105 -0.07 0.10 0.23 -0.332
P 0.6571 -2.1824 -1.1031 -0.50 -1.28 -2.98 0.491
S 1.4009 -3.5639 -2.7843 0.20 -0.59 0.07 0.276
H -1.9726 2.9101 0.6065 0.86 -1.61 -1.26 0.101
H -1.3566 1.6915 -0.8024 -1.47 0.40 1.69 0.108
H -2.5238 1.2911 0.7348 1.53 -0.27 -0.73 0.090
H 0.5803 2.3524 0.7011 -1.47 -0.65 0.10 0.140
H -0.4290 1.8315 2.0264 0.23 0.03 1.95 0.079
H 1.2385 0.0553 1.3839 -0.60 -0.08 -1.04 0.133
H 1.1602 -2.9185 -3.9410 -0.15 0.29 0.39 -0.251
H 2.8998 -1.9412 -1.2617 -0.44 -0.41 -0.13 0.043
H -1.1922 -0.4010 -0.0728 -1.19 0.03 -0.92 0.038
H -0.2898 -3.7116 0.0979 0.39 0.10 -0.02 0.059

# 4
18
Properties=species:S:1:pos:R:3:forces:R:3:lowdin_charge:R:1 method="wB97M-V/def2-TZVPD" gap_ev=7.51 charge=-1 de_lowest_ev=1.276 homo_energy_ev=-3.6 energy_ev=-9458.75340 max_force_ev_per_a=4.0
C -0.2228 -1.0268 -1.7201 -1.18 0.56 1.93 -0.051
C 0.5364 -1.6861 -0.4909 1.82 -0.09 -0.61 -0.804
O -0.0748 -2.3062 0.3805 -1.70 -0.31 0.19 -0.093
O 1.7797 -1.4884 -0.4494 -0.06 0.51 -0.79 -0.130
H 0.0077 0.0198 -1.6515 0.76 0.32 -0.56 -0.002
H -1.2834 -0.9459 -1.4473 -0.18 -0.71 -0.27 0.050
H -0.1345 -1.3236 -2.7506 0.48 -0.63 -0.16 0.044
C -0.5225 2.3301 1.1017 0.83 -0.12 0.21 -0.311
C -1.1426 0.9748 1.5328 2.09 1.00 -3.22 -0.092
C 0.0133 2.3638 -0.3647 -1.05 -0.01 1.78 -0.096
H -1.2917 3.0856 1.1575 -0.24 0.41 0.33 0.068
H 0.2871 2.6144 1.8152 -0.56 -0.11 -0.39 0.095
H -1.4318 0.4929 0.5855 -0.96 0.08 0.55 0.065
H -1.8909 1.2506 2.1957 -1.48 -0.65 1.48 0.037
H 0.9211 2.9240 -0.3527 0.99 -0.04 -0.36 0.047
H 0.1092 1.3085 -0.6696 0.16 1.14 -0.44 0.039
H -0.3380 0.3238 1.7977 0.20 -0.55 1.15 0.068
H -0.7079 3.0191 -0.8647 0.08 -0.80 -0.80 0.065

# 5
8
Properties=species:S:1:pos:R:3:forces:R:3:lowdin_charge:R:1 method="wB97M-V/def2-TZVPD" gap_ev="6.70 / 8.22" s_squared=2.009 charge=0 multiplicity=3 de_lowest_ev=2.891 homo_energy_ev="-6.0 / -11.0" energy_ev=-18732.07814 max_force_ev_per_a=9.4
C 1.3184 -0.6697 0.0169 5.72 -0.75 0.79 0.058
C 0.0370 -0.3051 0.0454 -8.12 4.75 -0.70 -0.614
O -1.3455 1.4832 -0.4938 -1.29 0.69 -0.96 -0.038
O -0.2360 0.9989 0.3038 2.09 -3.83 0.36 -0.096
Cl -1.5030 -1.4481 -0.0984 1.77 0.84 0.87 0.479
H 1.5868 -1.6398 -0.1906 0.51 -1.98 -1.00 0.041
H 2.1372 0.0090 0.2057 -0.21 0.12 0.61 0.084
H -1.9949 1.5716 0.2109 -0.46 0.16 0.03 0.086

# 6
15
Properties=species:S:1:pos:R:3:forces:R:3:lowdin_charge:R:1 method="wB97M-V/def2-TZVPD" gap_ev=9.57 charge=+2 smiles="CC(CC#N)=[N+]=C=[NH2+]" de_lowest_ev=1.115 homo_energy_ev=-21.3 energy_ev=-9746.27520 max_force_ev_per_a=2.8
C 1.4069 -0.4021 -1.7267 0.74 -2.35 -0.22 0.050
C 0.6219 0.0378 -0.5128 0.28 -0.91 -2.15 -0.097
C 0.3662 1.4727 -0.2782 -0.33 2.30 0.24 -0.031
C -0.5509 1.7131 0.8688 0.19 -0.80 0.09 -0.079
N -1.3052 1.4945 1.7235 0.71 0.18 -0.84 0.244
N -0.0447 -0.7864 0.2749 2.07 0.56 -1.82 0.301
C -0.8644 -0.8257 1.1269 -1.75 -1.31 1.38 -0.029
N -1.7106 -1.4081 1.8463 -1.16 -0.62 1.24 0.334
H 1.9232 0.3815 -2.2920 -0.69 0.27 0.31 0.112
H 0.8927 -1.1806 -2.4920 0.38 1.84 1.90 0.199
H 2.2895 -1.1008 -1.4596 -1.19 0.79 0.32 0.165
H -0.1294 1.9015 -1.1838 0.17 -0.46 0.11 0.194
H 1.3108 2.0925 -0.2827 -0.57 -0.72 0.33 0.200
H -1.7146 -2.4459 2.0347 0.42 0.88 -0.62 0.232
H -2.4916 -0.9440 2.3530 0.74 0.34 -0.28 0.204